1.
Density functional theory data (ωB97M-V/def2-TZVPD) for a molecular structure, C30H40Cl2N5OP3Pb.

```
82
Properties=species:S:1:pos:R:3:mulliken_charge:R:1
P 1.53 1.43 -2.78 0.0575
C 3.23 1.39 -2.37 0.9075
C 4.03 0.75 -3.35 -0.3670
H 3.57 0.05 -4.05 0.4043
C 5.36 1.09 -3.45 -0.6687
H 5.93 0.73 -4.30 0.4166
C 5.95 1.93 -2.51 -0.4339
H 7.00 2.24 -2.62 0.4187
C 5.20 2.39 -1.42 -0.5900
H 5.68 2.97 -0.64 0.4320
C 3.84 2.12 -1.32 -0.6293
H 3.25 2.43 -0.45 0.4499
C 0.70 -0.11 -3.00 0.5196
C 1.29 -1.33 -2.56 -0.3595
H 2.15 -1.31 -1.88 0.5442
C 0.72 -2.53 -2.98 -0.5739
H 1.18 -3.46 -2.67 0.4864
C -0.40 -2.54 -3.82 -0.6672
H -0.77 -3.48 -4.22 0.4718
C -1.04 -1.34 -4.13 -0.7953
H -1.92 -1.34 -4.76 0.5045
C -0.54 -0.13 -3.68 -0.4196
H -1.06 0.81 -3.86 0.4676
C 0.57 2.89 -2.50 0.5102
C 0.68 3.75 -3.61 -0.2564
H 1.40 3.51 -4.41 0.4556
C -0.15 4.83 -3.74 -0.7034
H -0.09 5.42 -4.63 0.4318
C -1.07 5.15 -2.74 -0.6122
H -1.73 6.01 -2.84 0.4048
C -1.13 4.35 -1.60 -0.7030
H -1.80 4.59 -0.80 0.4835
C -0.33 3.21 -1.44 -0.1704
H -0.35 2.62 -0.52 0.6589
Pb 0.13 -0.05 3.91 0.8000
C -1.94 -1.28 2.45 -1.1718
C -2.19 -1.38 1.14 0.5766
H -2.38 -1.74 3.36 0.2377
C -1.33 -0.64 0.09 1.9304
O -2.11 0.48 -0.41 -0.6547
H -1.53 1.02 -1.00 0.0819
C -0.16 -0.19 0.84 -0.5750
H -1.09 -1.30 -0.78 -0.6902
C 0.61 -0.15 1.87 -1.0501
Cl -0.37 -2.34 5.19 -0.5356
Cl 3.02 0.14 3.65 -0.4747
P 1.75 -2.57 2.63 0.8977
C 2.72 -3.18 4.05 -1.2446
H 2.03 -3.51 4.84 0.3671
H 3.34 -2.35 4.41 0.3410
H 3.33 -4.01 3.68 0.4605
C 0.64 -3.96 2.24 -1.1251
H 0.17 -3.79 1.26 0.1230
H -0.14 -4.03 3.01 0.3095
H 1.25 -4.87 2.21 0.4864
C 2.96 -2.65 1.28 -1.0900
H 3.55 -1.73 1.33 0.3280
H 2.44 -2.74 0.33 0.0692
H 3.58 -3.53 1.49 0.5368
P -3.70 -2.21 0.50 1.2311
C -4.25 -3.27 1.81 -1.3013
C -3.24 -3.12 -0.97 -1.0981
H -4.24 -2.75 2.77 0.4617
H -3.60 -4.15 1.88 0.4209
H -5.27 -3.58 1.54 0.4311
H -2.91 -2.43 -1.76 0.2166
H -4.17 -3.63 -1.27 0.4933
H -2.45 -3.85 -0.74 0.4082
C -4.88 -0.93 0.11 -1.2671
H -5.07 -0.32 1.01 0.3939
H -5.79 -1.46 -0.22 0.4844
H -4.46 -0.28 -0.67 0.3638
H 1.67 0.18 1.82 0.7287
N -1.57 5.08 5.11 -0.5532
N -1.75 3.92 4.37 1.0797
N -2.79 3.74 3.52 -0.7336
C -2.39 2.62 2.89 -0.4144
N -1.19 2.18 3.29 0.1254
N -0.75 3.07 4.21 -0.6480
H -0.90 4.91 5.84 0.2976
H -2.47 5.43 5.43 0.3030
H -2.99 2.14 2.12 0.5668
```

HOMO-LUMO gap (spin up / spin down) = 0.1682 / 0.1645 hartree
Net charge = +2
Molecular weight = 857.71 g mol⁻¹
E = -99393.534 eV
LUMO level (spin up / spin down) = -7.28 / -7.46 eV
ΔE to the lowest compared entry with this formula, charge and spin = 91.4 kcal/mol
Largest force on an atom = 8.4 eV/A



2.
Density functional theory data (ωB97M-V/def2-TZVPD) for 12 unconnected molecules or ions with the total composition C48H71N11O2S.

```
133
Properties=species:S:1:pos:R:3:mulliken_charge:R:1
O 4.07 7.57 -8.76 -0.6367
S 5.09 7.60 -7.72 1.0536
O 6.27 8.48 -7.85 -0.6386
C 4.28 7.99 -6.08 -0.6712
C 4.27 6.66 -5.34 -0.5779
C 5.46 5.82 -5.74 -0.6102
C 5.56 5.91 -7.26 -0.6965
H 3.35 8.51 -6.30 0.3870
H 5.05 8.58 -5.58 0.3261
H 4.27 6.88 -4.27 0.3269
H 3.39 6.07 -5.59 0.2930
H 5.46 4.80 -5.35 0.3475
H 6.40 6.12 -5.28 0.3163
H 4.69 5.37 -7.63 0.3334
H 6.40 5.50 -7.83 0.4463
C 0.71 -7.44 7.97 -0.4871
C -0.16 -8.41 7.62 -0.3088
C -0.53 -8.13 6.34 -0.4380
N -0.09 -6.90 6.02 0.0088
C 0.74 -6.49 6.98 -0.4677
H 1.15 -7.32 8.95 0.3660
H -0.54 -9.28 8.14 0.3708
H -1.22 -8.64 5.68 0.3746
H -0.19 -6.27 5.24 0.2162
H 1.28 -5.56 6.91 0.3653
C 1.60 7.04 4.32 -0.2624
C 0.92 8.25 4.17 -0.3792
C -0.35 7.95 3.84 -0.3998
N -0.45 6.56 3.73 -0.0147
C 0.74 5.99 4.15 -0.6153
H 2.65 7.03 4.58 0.3743
H 1.31 9.25 4.26 0.3763
H -1.27 8.52 3.79 0.3569
H -1.31 6.06 3.60 0.2150
H 0.95 4.93 4.16 0.3464
C -2.33 -0.48 6.35 -0.3320
C -2.63 0.68 7.05 -0.3293
C -4.00 0.61 7.44 -0.4938
N -4.49 -0.55 7.00 0.0187
C -3.51 -1.19 6.30 -0.5670
H -1.36 -0.67 5.91 0.3911
H -1.94 1.49 7.21 0.3845
H -4.63 1.30 7.98 0.3669
H -5.42 -0.90 7.17 0.1993
H -3.70 -2.11 5.76 0.3628
C -1.58 3.61 -7.36 -0.3826
C -1.66 4.99 -7.59 -0.3994
C -2.88 5.39 -7.03 -0.4653
N -3.52 4.26 -6.59 -0.0014
C -2.64 3.23 -6.66 -0.4379
H -0.77 2.95 -7.63 0.3776
H -0.97 5.65 -8.09 0.4026
H -3.43 6.31 -7.16 0.3471
H -4.43 4.21 -6.15 0.1946
H -2.93 2.23 -6.37 0.3662
C -4.79 -9.38 -0.76 -0.3437
C -3.73 -9.18 0.07 -0.3922
C -2.83 -10.21 -0.20 -0.4909
N -3.34 -11.03 -1.15 -0.0102
C -4.56 -10.55 -1.55 -0.4734
H -5.65 -8.75 -0.91 0.3883
H -3.60 -8.35 0.74 0.3828
H -1.82 -10.33 0.19 0.3740
H -2.98 -11.90 -1.53 0.1994
H -5.22 -11.06 -2.23 0.3682
C -5.89 4.93 3.14 -0.2337
C -5.39 4.12 2.16 -0.3351
C -5.41 4.75 0.88 -0.5138
N -5.82 6.04 1.16 -0.0352
C -6.14 6.18 2.55 -0.6178
H -6.01 4.56 4.14 0.4010
H -5.24 3.07 2.39 0.3904
H -5.24 4.36 -0.11 0.3693
H -6.00 6.80 0.53 0.2043
H -6.54 7.11 2.95 0.3722
C -1.57 -5.03 -6.04 -0.3805
C -0.38 -5.11 -5.27 -0.3776
C -0.67 -5.88 -4.21 -0.4198
N -1.99 -6.14 -4.22 0.0041
C -2.54 -5.77 -5.41 -0.4910
H -1.71 -4.40 -6.91 0.3729
H 0.57 -4.64 -5.45 0.3836
H 0.01 -6.20 -3.43 0.3583
H -2.40 -6.68 -3.48 0.1941
H -3.60 -5.89 -5.60 0.3553
C 1.98 -0.44 -1.91 -1.1299
C 0.49 -0.05 -2.03 -0.4168
C -0.38 -0.08 -0.76 -0.3784
C -0.23 -1.34 -0.01 0.1965
N -0.15 -2.33 0.57 -0.4356
H 2.58 0.15 -1.22 0.3225
H 2.35 -0.16 -2.89 0.3483
H 2.17 -1.51 -1.89 0.3347
H 0.15 -0.74 -2.80 0.2583
H 0.35 0.96 -2.42 0.3257
H -1.43 0.06 -1.00 0.2896
H -0.25 0.72 -0.03 0.2828
C 8.41 4.05 3.43 -1.1479
C 8.36 3.22 2.16 -0.4245
C 7.37 3.87 1.15 -0.4490
C 7.45 5.28 0.80 0.2703
N 7.56 6.39 0.52 -0.4087
H 9.02 3.52 4.16 0.3412
H 7.38 4.14 3.75 0.2908
H 8.78 5.05 3.21 0.3462
H 8.10 2.19 2.43 0.3238
H 9.37 3.19 1.76 0.2932
H 6.36 3.70 1.52 0.2866
H 7.45 3.27 0.25 0.2773
C -7.13 -2.69 -0.86 -1.0067
C -7.38 -1.85 -2.16 -0.4192
C -8.74 -2.09 -2.77 -0.4465
C -9.00 -3.54 -2.95 0.2602
N -9.21 -4.67 -3.08 -0.4303
H -7.31 -2.12 0.05 0.2866
H -6.15 -3.16 -0.77 0.2959
H -7.83 -3.52 -0.81 0.3161
H -6.58 -1.98 -2.88 0.2988
H -7.29 -0.79 -1.92 0.3132
H -8.84 -1.71 -3.79 0.2827
H -9.50 -1.67 -2.11 0.2490
C 7.97 -4.24 4.08 -1.1872
C 6.74 -4.94 3.53 -0.3576
C 5.94 -3.95 2.62 -0.3413
C 5.54 -2.72 3.38 0.2196
N 5.21 -1.72 3.94 -0.4601
H 7.73 -3.29 4.57 0.3730
H 8.64 -3.92 3.28 0.3056
H 8.56 -4.86 4.76 0.3154
H 6.12 -5.29 4.36 0.2837
H 7.10 -5.82 3.00 0.2968
H 5.09 -4.48 2.21 0.2869
H 6.46 -3.54 1.75 0.2659
```

HOMO-LUMO gap = 0.2935 hartree
SMILES string = O=S1(=O)CCCC1.c1cc[nH]c1.c1cc[nH]c1.c1cc[nH]c1.c1cc[nH]c1.c1cc[nH]c1.c1cc[nH]c1.c1cc[nH]c1.CCCC#N.CCCC#N.CCCC#N.CCCC#N
Molecular weight = 866.24 g mol⁻¹
E = -82241.907 eV
LUMO level = -0.09 eV
Largest force on an atom = 4.6 eV/A